19
Properties=species:S:1:pos:R:3 method="wB97M-V/def2-TZVPD" lumo_ev="-1.60 / -1.72" energy_ev=-32145.8092 fmax_ev_per_a=5.4 multiplicity=2
Ca -1.45201 3.40579 -1.39131
O -2.16456 2.67162 0.68022
O -0.87624 -1.21315 1.06607
O -0.51647 1.60104 -2.07301
O -0.04863 2.56361 0.30936
C -1.14981 2.06964 1.05116
C 0.90903 1.61293 -0.14209
C 0.18073 -3.14617 0.11211
C 0.19778 -1.77055 0.69951
C 0.32298 0.87171 -1.34304
Li -1.05003 0.26365 2.20309
H -0.07023 -3.90915 0.85859
H 1.04317 -1.62270 1.40834
H 1.14425 0.41626 -1.93221
H 1.81283 2.16632 -0.42459
H -0.56175 -3.16865 -0.70064
H 1.16641 -3.36389 -0.32810
H 1.11477 0.86563 0.64682
H -0.00221 -0.31395 -0.70028